No. 1
Computed, not measured: C22H24BBr2Cl3NO5S2Ti as an isolated structure, with wB97M-V/def2-TZVPD.

Cartesian coordinates (Å):
1 Ti -0.404 -0.100 -0.570
2 C -0.504 0.546 -4.414
3 C -1.090 1.689 -3.649
4 C -1.565 2.826 -4.351
5 C -2.158 3.856 -3.685
6 C -2.315 3.774 -2.285
7 C -2.914 4.756 -1.457
8 Br -3.602 6.351 -2.225
9 C -3.008 4.577 -0.108
10 C -2.523 3.403 0.497
11 Br -2.675 3.205 2.363
12 C -1.946 2.398 -0.253
13 O -1.490 1.284 0.230
14 C -1.824 2.612 -1.667
15 N -1.203 1.608 -2.337
16 H -0.310 0.837 -5.446
17 H -1.208 -0.289 -4.401
18 H 0.419 0.184 -3.968
19 H -1.443 2.856 -5.425
20 H -2.515 4.731 -4.212
21 H -3.462 5.333 0.516
22 C -2.620 -4.127 0.966
23 C -2.004 -3.047 0.114
24 S -1.365 -1.671 0.982
25 C -1.931 -3.096 -1.225
26 C -2.491 -4.211 -2.058
27 S -1.159 -1.802 -2.097
28 H -2.448 -3.921 2.022
29 H -2.196 -5.110 0.746
30 H -3.701 -4.190 0.816
31 H -2.844 -5.037 -1.439
32 H -1.738 -4.597 -2.749
33 H -3.332 -3.860 -2.663
34 C 0.747 -1.712 4.076
35 C 1.633 -0.700 3.358
36 C 2.220 0.274 4.366
37 O 0.794 0.031 2.447
38 B 0.874 -0.590 1.212
39 O 1.939 -1.470 1.165
40 C 2.671 -1.363 2.400
41 C 3.122 -2.753 2.814
42 C 3.883 -0.479 2.131
43 H -0.057 -1.173 4.578
44 H 1.309 -2.277 4.822
45 H 0.289 -2.402 3.367
46 H 1.415 0.691 4.972
47 H 2.733 1.097 3.871
48 H 2.923 -0.232 5.031
49 H 2.282 -3.443 2.855
50 H 3.608 -2.727 3.792
51 H 3.840 -3.132 2.085
52 H 3.572 0.524 1.844
53 H 4.445 -0.907 1.300
54 H 4.538 -0.413 3.002
55 Cl 1.365 2.531 -0.181
56 C 2.520 2.114 -1.445
57 Cl 2.607 3.461 -2.597
58 Cl 4.118 1.860 -0.718
59 C 2.148 0.788 -2.212
60 O 2.751 0.587 -3.243
61 O 1.278 0.047 -1.660

Summary:
Charge: -1
Orbital gap: 6.469 eV
E_HOMO: -4.24 eV
Electronic energy: -9483.33471 hartree
ΔE to the lowest compared entry with this formula, charge and spin: 0.0 kcal/mol
E_LUMO: 2.2 eV

Löwdin population analysis, charges in e, atoms 1 to 4: Ti 0.63; C -0.04; C -0.28; C -0.01

***

No. 2
Computed, not measured: C22H24Br2N2PtSi as an isolated structure, with wB97M-V/def2-TZVPD.

Cartesian coordinates (Å):
1 Pt -0.741 0.373 -0.911
2 Br -5.562 -5.044 0.510
3 C -4.018 -4.059 0.046
4 C -3.024 -4.662 -0.708
5 C -1.894 -3.940 -1.049
6 C -1.741 -2.618 -0.634
7 C -2.766 -2.023 0.090
8 C -3.900 -2.738 0.440
9 N -0.583 -1.828 -0.964
10 C 0.467 -2.438 -1.335
11 C 1.693 -1.792 -1.830
12 C 2.847 -2.563 -1.912
13 C 4.017 -1.973 -2.361
14 C 3.987 -0.639 -2.719
15 C 2.779 0.045 -2.630
16 N 1.653 -0.512 -2.207
17 H -3.138 -5.684 -1.041
18 H -1.155 -4.425 -1.673
19 H -2.675 -0.983 0.360
20 H -4.687 -2.261 1.006
21 H 0.520 -3.525 -1.285
22 H 2.826 -3.604 -1.616
23 H 4.932 -2.546 -2.429
24 H 4.873 -0.132 -3.076
25 H 2.717 1.086 -2.923
26 C -3.532 1.040 1.802
27 Si -1.725 1.375 2.220
28 C -1.443 0.755 3.974
29 C -1.322 3.208 2.204
30 C -0.597 0.374 1.118
31 H -4.184 1.849 2.138
32 H -3.864 0.125 2.302
33 H -3.684 0.909 0.728
34 H -2.029 1.334 4.693
35 H -0.391 0.848 4.254
36 H -1.728 -0.295 4.079
37 H -2.223 3.821 2.280
38 H -0.796 3.504 1.296
39 H -0.685 3.450 3.059
40 H -0.685 -0.673 1.434
41 H 0.442 0.658 1.331
42 Br -1.778 6.763 -2.425
43 C -1.481 4.967 -1.882
44 C -0.297 4.339 -2.220
45 C -0.093 3.026 -1.811
46 C -1.051 2.310 -1.077
47 C -2.227 2.995 -0.751
48 C -2.451 4.307 -1.148
49 H 0.458 4.868 -2.789
50 H 0.843 2.549 -2.069
51 H -2.998 2.499 -0.174
52 H -3.372 4.811 -0.888

Summary:
Orbital gap: 6.629 eV
E_HOMO: -7.72 eV
Electronic energy: -6519.06155 hartree
ΔE to the lowest compared entry with this formula, charge and spin: 10.9 kcal/mol
E_LUMO: -1.1 eV

Löwdin population analysis, charges in e, atoms 1 to 4: Pt 0.92; Br 0.75; C -0.69; C -0.12